{"formula": "C50H53BCsIN8O3", "method": "ωB97M-V/def2-TZVPD", "symbols": ["Cs", "C", "C", "C", "C", "C", "N", "N", "B", "N", "N", "C", "C", "C", "C", "C", "N", "N", "C", "C", "C", "C", "C", "H", "H", "H", "H", "H", "H", "H", "H", "H", "H", "H", "H", "H", "H", "H", "H", "H", "H", "H", "H", "H", "H", "O", "C", "C", "C", "C", "C", "C", "C", "C", "C", "O", "C", "C", "C", "C", "C", "C", "C", "C", "C", "C", "C", "C", "N", "C", "C", "C", "C", "C", "C", "C", "C", "C", "C", "C", "C", "H", "H", "H", "H", "H", "H", "H", "H", "H", "H", "H", "H", "H", "H", "H", "H", "H", "H", "H", "H", "H", "H", "H", "H", "H", "H", "H", "N", "C", "O", "C", "I", "H", "H", "H", "H"], "coordinates": [[-0.0254, 0.3940, -0.0048], [-0.0101, 0.4345, 4.2707], [-1.0378, -0.6449, 4.3324], [-1.5854, -1.2277, 5.4888], [-2.4740, -2.1741, 5.0164], [-3.3534, -3.0872, 5.8028], [-2.4344, -2.1312, 3.6653], [-1.5677, -1.2028, 3.2599], [-3.2149, -3.0224, 2.6797], [-2.2258, -3.9705, 1.9720], [-1.1223, -3.5160, 1.3880], [-0.4742, -4.5476, 0.8812], [0.8116, -4.3618, 0.1497], [-1.1821, -5.7315, 1.1451], [-2.2993, -5.3151, 1.8478], [-3.3937, -6.1594, 2.4110], [-3.9463, -2.1480, 1.6488], [-3.3039, -1.4878, 0.6869], [-4.1950, -0.7768, 0.0208], [-3.8199, 0.1155, -1.1103], [-5.4744, -0.9844, 0.5632], [-5.2695, -1.8677, 1.6068], [-6.2870, -2.4405, 2.5368], [-0.3490, 1.3205, 4.8100], [0.1919, 0.7135, 3.2403], [0.9225, 0.1077, 4.7345], [-1.3599, -0.9878, 6.5130], [-3.2344, -2.8918, 6.8673], [-3.0996, -4.1291, 5.6138], [-4.3987, -2.9433, 5.5321], [-4.0131, -3.6740, 3.2753], [1.1881, -3.3590, 0.3447], [0.6584, -4.4738, -0.9251], [1.5506, -5.1012, 0.4619], [-0.9140, -6.7362, 0.8687], [-3.1934, -7.2059, 2.1871], [-4.3592, -5.8906, 1.9831], [-3.4564, -6.0436, 3.4933], [-2.9317, -0.2648, -1.6085], [-3.6034, 1.1177, -0.7370], [-4.6370, 0.1894, -1.8280], [-6.4049, -0.5521, 0.2395], [-7.2757, -2.0620, 2.2773], [-6.0656, -2.1695, 3.5689], [-6.2985, -3.5286, 2.4721], [1.1247, 2.1045, 1.2112], [2.3882, 2.3664, 1.5127], [3.3475, 1.0801, 1.3814], [3.5235, 0.6693, -0.0271], [4.6076, 1.1415, -0.7730], [4.7555, 0.7104, -2.0759], [3.8050, -0.1365, -2.6202], [2.7043, -0.4960, -1.8382], [1.5559, -1.2604, -2.3931], [0.5811, -0.2991, -3.2105], [-0.0382, 0.5848, -2.4203], [-0.4683, -1.1472, -3.9447], [-0.9202, -2.3875, -3.5097], [-1.8842, -3.0824, -4.2206], [-2.4400, -2.5439, -5.3682], [-2.0596, -1.2720, -5.7650], [-1.0915, -0.5872, -5.0579], [1.4763, 0.3448, -4.2835], [1.9481, -0.3566, -5.3890], [2.7583, 0.2650, -6.3223], [3.1265, 1.5918, -6.1542], [2.6761, 2.2910, -5.0476], [1.8517, 1.6692, -4.1304], [2.6081, -0.1288, -0.5652], [2.4759, 2.8892, 2.9602], [1.7986, 4.0780, 3.2253], [1.7385, 4.6062, 4.4981], [2.3523, 3.9518, 5.5538], [3.0092, 2.7600, 5.3150], [3.0702, 2.2363, 4.0338], [3.0366, 3.4110, 0.5783], [2.6876, 3.3785, -0.7656], [3.2217, 4.2741, -1.6689], [4.1044, 5.2463, -1.2332], [4.4590, 5.2961, 0.1030], [3.9432, 4.3757, 1.0008], [2.8564, 0.2881, 1.9449], [4.3184, 1.3348, 1.8109], [5.3117, 1.8275, -0.3244], [5.5946, 1.0484, -2.6727], [3.9095, -0.5018, -3.6319], [0.9757, -1.6549, -1.5623], [1.8905, -2.0678, -3.0482], [-0.5225, -2.8281, -2.6106], [-2.2008, -4.0612, -3.8810], [-3.1713, -3.1010, -5.9424], [-2.5119, -0.8178, -6.6386], [-0.7901, 0.3986, -5.3823], [1.6649, -1.3932, -5.5275], [3.1130, -0.2880, -7.1865], [3.7605, 2.0790, -6.8846], [2.9634, 3.3236, -4.9011], [1.4710, 2.1957, -3.2692], [1.3024, 4.5761, 2.4050], [1.2116, 5.5363, 4.6702], [2.3012, 4.3558, 6.5563], [3.4750, 2.2255, 6.1343], [3.5877, 1.3003, 3.8929], [1.9978, 2.6141, -1.0858], [2.9486, 4.2238, -2.7116], [4.5175, 5.9594, -1.9336], [5.1479, 6.0585, 0.4473], [4.2372, 4.4235, 2.0422], [-0.7454, 3.4891, -0.6929], [-1.8569, 3.4563, -1.4455], [-2.9519, 3.8178, -1.0500], [-1.6451, 2.9817, -2.8631], [-0.6440, 4.4978, -3.9897], [-0.8225, 3.6201, 0.3068], [0.0860, 2.9856, -0.9627], [-2.6034, 2.8282, -3.3516], [-1.0371, 2.0652, -2.8927]], "forces_ev_per_angstrom": [[-3.1, -2.4, 2.1], [-0.1, -0.1, -0.1], [-0.2, -0.2, 0.2], [-0.1, -0.2, 0.0], [0.1, 0.1, 0.4], [0.0, 0.0, -0.2], [-0.4, -0.3, 0.7], [0.6, 0.8, -0.7], [0.5, 0.4, -0.4], [-0.4, -0.7, 0.1], [0.9, 0.7, -0.4], [-0.2, 0.0, 0.2], [-0.1, 0.0, 0.0], [-0.2, 0.0, 0.1], [0.1, -0.3, -0.1], [0.0, 0.2, 0.0], [-0.8, -0.2, 0.3], [0.8, 0.4, -0.7], [-0.2, -0.2, 0.2], [0.1, 0.0, 0.1], [0.0, -0.1, 0.2], [-0.3, 0.2, -0.2], [0.2, 0.0, 0.0], [0.0, 0.1, 0.0], [0.1, 0.1, -0.1], [0.1, 0.0, 0.0], [0.0, 0.0, 0.2], [0.0, 0.0, 0.0], [-0.1, -0.2, 0.0], [-0.1, -0.1, 0.0], [-0.2, -0.2, 0.2], [0.1, 0.0, 0.0], [0.1, 0.0, -0.1], [0.1, 0.0, 0.0], [0.0, -0.2, 0.0], [0.0, -0.1, 0.0], [-0.1, 0.0, 0.0], [-0.1, 0.0, 0.1], [0.1, 0.0, -0.2], [0.0, 0.1, -0.1], [0.0, 0.0, -0.1], [-0.1, 0.0, 0.0], [0.0, 0.0, 0.0], [-0.1, 0.0, 0.1], [-0.1, -0.1, 0.1], [0.6, 1.5, 0.5], [1.4, 0.1, 0.5], [-0.5, 0.6, 0.4], [0.7, -0.1, -0.4], [-0.1, -0.3, 0.1], [0.0, -0.1, 0.0], [0.1, -0.1, 0.2], [0.6, 0.0, -0.3], [-0.4, 0.2, -0.3], [0.3, -0.6, -0.5], [0.2, 0.6, -1.9], [-0.3, 0.0, -0.1], [0.2, 0.1, 0.0], [-0.2, -0.2, -0.1], [-0.1, -0.1, 0.0], [-0.1, 0.1, -0.2], [0.0, 0.0, 0.0], [-0.1, 0.2, -0.1], [0.0, 0.0, 0.0], [0.1, -0.1, -0.1], [0.2, 0.1, -0.1], [0.1, 0.1, -0.1], [-0.2, -0.1, 0.1], [0.7, -0.2, 0.1], [-0.1, -0.1, 0.2], [-0.1, 0.0, 0.0], [-0.1, 0.2, -0.1], [0.0, -0.1, 0.2], [0.0, 0.1, 0.3], [0.1, 0.0, -0.3], [-0.3, 0.2, 0.2], [-0.1, 0.1, 0.1], [-0.1, 0.0, -0.1], [0.1, 0.1, -0.1], [0.3, 0.1, 0.0], [0.0, -0.1, 0.0], [0.1, -0.1, 0.1], [0.0, -0.1, 0.1], [0.0, 0.1, 0.0], [0.0, 0.0, 0.0], [-0.1, 0.0, 0.0], [0.1, -0.4, -0.1], [0.0, -0.1, 0.1], [0.1, -0.1, 0.2], [0.0, 0.0, 0.1], [0.0, 0.0, 0.1], [0.0, 0.0, 0.0], [0.0, 0.1, 0.0], [0.0, 0.0, 0.0], [0.0, 0.0, 0.0], [0.0, 0.0, 0.0], [0.0, 0.1, 0.0], [0.0, 0.1, 0.1], [-0.1, 0.1, -0.1], [0.0, 0.0, 0.0], [0.0, 0.0, 0.1], [0.0, 0.0, 0.0], [0.0, -0.1, -0.1], [-0.1, -0.1, -0.1], [-0.1, 0.0, -0.1], [0.0, 0.1, 0.0], [0.0, 0.0, 0.0], [0.0, 0.0, 0.0], [0.3, -0.1, 0.5], [-0.2, 0.3, -0.3], [-0.2, 0.0, 0.1], [-0.3, -0.2, -0.1], [0.0, 0.0, -0.1], [0.0, 0.0, -0.1], [-0.1, 0.2, -0.1], [0.0, 0.1, 0.1], [0.1, 0.1, -0.1]], "gap_ev": 6.48, "e_lumo_ev": 3.6014, "total_energy_ha": -2943.75048, "total_charge": -2}

{"formula": "C50H53BIrN3O4P2S", "method": "ωB97M-V/def2-TZVPD", "symbols": ["Ir", "O", "C", "C", "C", "C", "N", "C", "C", "C", "C", "C", "C", "O", "C", "C", "N", "H", "H", "H", "H", "H", "H", "H", "H", "H", "H", "H", "H", "C", "S", "C", "C", "C", "N", "P", "C", "C", "C", "C", "C", "C", "C", "C", "C", "C", "C", "C", "P", "C", "C", "C", "C", "C", "C", "C", "C", "C", "C", "C", "C", "H", "H", "H", "H", "H", "H", "H", "H", "H", "H", "H", "H", "H", "H", "H", "H", "H", "H", "H", "H", "H", "H", "H", "H", "H", "H", "H", "H", "H", "C", "C", "C", "C", "C", "C", "C", "C", "O", "B", "O", "C", "C", "H", "H", "H", "H", "H", "H", "H", "H", "H", "H", "H", "H"], "coordinates": [[4.0240, 2.3153, 25.5409], [0.7184, 5.6936, 30.3665], [-0.1606, 4.7982, 29.5982], [0.7193, 4.3306, 28.4608], [0.2968, 3.4102, 27.5179], [1.2063, 2.7980, 26.6581], [2.5022, 3.1038, 26.6834], [2.9602, 4.1417, 27.5445], [2.0716, 4.6688, 28.4651], [4.3077, 4.5214, 27.2982], [5.2137, 4.9903, 28.3766], [6.6236, 5.4114, 27.9212], [7.1588, 6.7770, 28.4008], [6.7401, 7.7741, 27.4536], [6.9050, 5.2985, 26.4738], [6.0071, 4.7142, 25.6674], [4.7666, 4.1506, 26.1278], [0.2080, 6.0426, 31.1115], [-1.0301, 5.3524, 29.1844], [-0.5455, 3.9205, 30.1423], [-0.7287, 3.0463, 27.4717], [0.8832, 2.0943, 25.9112], [2.4502, 5.3606, 29.1666], [4.7821, 5.7668, 29.0210], [8.2670, 6.7275, 28.4906], [6.7522, 7.0145, 29.4541], [7.1443, 8.6065, 27.6855], [7.8418, 5.6632, 26.0826], [6.1994, 4.5935, 24.6077], [8.6936, -4.7300, 24.8775], [7.1257, -5.2252, 25.6061], [6.4603, -3.6480, 26.2143], [6.0963, -2.6696, 25.1251], [5.0271, -1.6792, 25.6048], [5.5533, -0.3364, 25.8724], [5.3905, 0.8285, 24.5210], [7.1297, 1.2730, 24.3259], [8.2062, 0.6095, 24.9396], [9.5277, 1.0448, 24.7047], [9.7753, 2.1213, 23.8751], [8.6857, 2.8725, 23.3440], [7.3680, 2.4228, 23.5631], [4.9161, 0.0537, 22.9504], [3.5693, -0.1523, 22.5993], [3.2203, -1.0379, 21.5677], [4.2190, -1.5467, 20.7399], [5.5392, -1.1603, 20.9339], [5.9182, -0.4009, 22.0340], [4.8486, 0.5368, 27.2512], [4.8106, -0.7224, 28.5401], [6.0242, -1.3152, 28.9547], [6.0638, -2.2413, 30.0002], [4.9038, -2.4540, 30.7841], [3.6864, -1.8930, 30.3404], [3.6300, -1.0234, 29.2326], [5.9751, 1.7146, 28.1072], [7.3543, 1.9880, 27.8132], [7.9730, 3.1334, 28.1788], [7.2125, 4.2468, 28.8223], [5.7974, 3.8919, 29.2952], [5.3708, 2.4932, 29.0569], [9.3002, -5.6434, 24.9046], [9.1360, -3.9249, 25.4555], [8.6124, -4.4795, 23.7981], [7.0581, -3.1627, 26.9815], [5.5621, -4.0351, 26.7252], [5.7412, -3.2278, 24.2418], [7.0287, -2.1529, 24.8285], [4.5174, -2.0521, 26.5058], [4.2369, -1.6564, 24.8269], [8.0210, -0.2130, 25.6527], [10.3569, 0.4727, 25.1607], [10.7852, 2.4409, 23.6337], [8.8432, 3.7742, 22.8012], [6.4995, 2.9474, 23.1217], [2.8163, 0.4246, 23.1358], [2.1776, -1.3264, 21.4979], [3.9658, -2.2438, 19.9325], [6.3004, -1.4634, 20.2457], [6.9928, -0.1952, 22.1683], [6.9651, -0.9700, 28.5251], [7.0090, -2.7229, 30.2610], [4.9093, -3.0119, 31.6987], [2.7712, -2.1235, 30.8428], [2.6961, -0.5424, 28.9158], [7.9553, 1.2185, 27.3428], [9.0432, 3.2409, 27.9657], [7.8454, 4.7131, 29.5854], [5.6828, 4.2116, 30.3460], [4.4213, 2.1631, 29.5253], [-0.8365, 6.0737, 18.8213], [0.5719, 5.4612, 18.7550], [1.5045, 6.4077, 17.9232], [0.4940, 4.1357, 18.0336], [1.1600, 5.3602, 20.1826], [1.2578, 6.4850, 20.9930], [1.7960, 6.4364, 22.2810], [2.2577, 5.2253, 22.7438], [2.7610, 4.8561, 24.0071], [3.0703, 3.4578, 23.9368], [2.6465, 2.9538, 22.7030], [2.1717, 4.0549, 21.9345], [1.6371, 4.0892, 20.6549], [-1.2178, 6.0904, 17.8018], [-0.8607, 7.0832, 19.2152], [-1.5165, 5.4601, 19.4124], [1.1122, 6.5767, 16.9181], [2.4819, 5.9231, 17.8109], [1.6776, 7.3953, 18.3780], [0.1778, 4.3228, 17.0127], [-0.1893, 3.4423, 18.5248], [1.4541, 3.6246, 17.9516], [0.9261, 7.4400, 20.5993], [1.7508, 7.3281, 22.8929], [1.4910, 3.1920, 20.0278]], "forces_ev_per_angstrom": [[-2.3, 0.5, -0.5], [-1.7, -1.0, -0.1], [0.8, 1.4, -0.4], [0.9, -0.4, 0.8], [-0.5, -1.0, -0.6], [0.1, 0.9, 0.6], [0.2, 1.9, 0.6], [-0.5, -1.5, -1.4], [-0.5, -0.2, -0.2], [-2.3, 1.0, 4.0], [-0.5, 1.1, -0.4], [1.2, 0.4, 0.1], [-0.7, 0.5, 1.0], [0.0, -1.1, 0.5], [-0.9, -0.3, 0.2], [-1.3, -0.7, 0.0], [4.3, -1.0, -4.1], [0.1, -0.1, -0.2], [0.4, -0.2, 0.3], [0.3, 0.4, 0.2], [0.1, 0.3, 0.1], [0.0, -0.3, 0.0], [0.1, 0.7, 0.6], [-0.3, -0.1, -0.4], [-0.5, 0.0, -0.2], [0.5, -0.4, -1.4], [0.2, 0.5, 0.1], [0.1, 0.0, -0.1], [-0.2, -0.1, 0.2], [0.0, -0.8, -0.3], [0.6, 1.3, -0.2], [-1.0, -1.3, 0.9], [0.6, -0.1, -1.1], [-0.6, -0.1, -0.1], [-0.4, 0.4, -0.5], [1.1, 0.3, 0.5], [0.6, 0.1, 0.0], [0.1, 0.2, -0.1], [-0.3, -1.0, 0.2], [-1.0, 1.1, -0.5], [-0.4, -1.6, 1.0], [0.7, 0.2, -0.3], [0.8, -0.5, -1.0], [0.4, -0.1, 0.3], [0.3, 0.5, 0.6], [-0.5, -0.2, -0.1], [0.0, 0.3, 0.4], [-0.4, -0.1, 0.7], [0.5, 0.5, -0.7], [-0.5, -0.5, 0.9], [-0.2, -0.1, 0.1], [-0.5, 0.5, 0.5], [-0.5, 0.8, -1.7], [0.9, 0.3, -0.4], [0.5, -0.3, 0.0], [-0.9, 0.6, 1.0], [1.7, 1.1, -0.5], [-0.4, -0.7, -0.7], [1.0, 0.2, -0.1], [1.0, -0.4, 1.9], [-1.1, -1.0, -1.0], [0.1, 0.2, 0.1], [0.0, 0.1, 0.0], [-0.3, 0.1, 0.6], [0.5, -0.3, 0.1], [0.1, 0.3, -0.1], [0.0, 0.3, 0.2], [-0.6, 0.0, -0.1], [0.3, 0.0, -0.2], [0.4, 0.1, 0.4], [0.1, 0.5, -0.6], [-0.5, 0.5, -0.3], [-0.1, -0.1, 0.2], [0.3, 0.4, -0.5], [0.7, -0.2, 0.2], [-0.1, -0.5, 0.2], [0.1, 0.1, -0.4], [0.1, 0.4, 0.3], [0.3, -0.2, -0.3], [-0.7, 0.0, 0.2], [-0.2, -0.3, -0.2], [-0.3, 0.3, 0.1], [0.2, -0.4, 0.1], [-0.3, 0.0, 0.4], [0.3, -0.4, 0.2], [-0.1, 0.0, 0.0], [-0.4, 0.1, 0.2], [-0.1, -0.2, 0.1], [-0.2, -0.4, -0.4], [0.4, 0.3, -0.5], [-0.1, -0.2, 0.0], [0.6, 0.8, 0.6], [0.5, -0.1, 0.5], [0.3, -0.5, 0.1], [0.1, -2.7, -1.9], [0.7, 1.3, 1.9], [-0.8, 1.2, -0.6], [0.8, -1.5, 2.5], [-0.8, 1.0, -2.5], [0.8, -1.0, 0.8], [-0.8, 1.8, -1.8], [0.2, -1.9, 0.0], [-0.1, -0.1, 0.5], [-0.1, 0.1, 0.0], [0.1, 0.2, 0.0], [0.0, -0.1, 0.0], [-0.2, -0.1, 0.2], [-0.1, 0.1, 0.0], [-0.2, -0.3, 0.0], [-0.3, -0.1, -0.1], [-0.2, 0.0, -0.1], [0.2, 0.1, 0.0], [-0.1, -0.1, 0.2], [0.3, -0.1, 0.1], [0.3, 0.6, 0.7]], "spin_multiplicity": 6, "s_squared": 8.810, "gap_ev": [5.86, 2.95], "e_lumo_ev": [-6.5106, -11.0658], "total_energy_ha": -3611.36385, "total_charge": 3}